1.
The following is a DFT calculation (wB97M-V/def2-TZVPD) of C30H34InNO9 as an isolated structure at a distorted geometry.

Net charge: -2
LUMO (alpha / beta): 3.24 / 3.24 eV
HOMO (alpha / beta): 0.20 / 0.95 eV
Gap between HOMO and LUMO (alpha / beta): 3.04 / 2.29 eV
M: 667.418 g mol⁻¹

Structure (XYZ):
```
75
Properties=species:S:1:pos:R:3:forces:R:3:mulliken_charge:R:1
C -0.02426 -0.75291 -4.73216 -0.28 -0.44 -1.06 2.82
C -0.61310 -1.74741 -3.66521 0.36 0.35 -0.55 -2.10
C -0.22436 0.66964 -4.19390 0.03 -0.16 -0.03 -2.34
C -1.45038 0.56323 -3.29459 0.43 0.01 -0.39 -0.32
H -0.36055 1.38108 -5.01184 0.15 -0.10 0.20 0.58
H 0.65673 0.94885 -3.60051 -0.18 0.00 -0.10 0.38
C -1.29205 -0.84545 -2.65582 -0.24 1.07 0.45 0.65
H 0.21387 -2.31130 -3.23657 -0.07 -0.16 0.11 0.37
H -1.33165 -2.45199 -4.10431 0.20 0.22 0.01 0.57
C -0.38566 -0.50629 -1.47653 0.36 0.13 0.67 -0.10
H -2.24943 -1.24331 -2.30658 0.12 -0.01 -0.02 0.87
H -2.36256 0.65251 -3.90564 0.25 0.10 0.29 0.62
C -1.38130 1.54337 -2.10925 -0.72 0.16 -0.44 1.81
C 1.40474 -0.96251 -5.17360 0.76 -1.31 1.08 -0.36
C -0.78089 -0.90598 -6.06613 -0.67 1.24 -0.05 0.46
O -1.57720 -0.06440 -6.43699 0.82 -1.49 -0.06 -0.60
O 2.14014 -1.84797 -4.76733 -0.55 1.09 -0.56 -0.59
O 1.75206 -0.08008 -6.12687 0.12 -0.30 0.31 -0.26
O -0.42431 -1.93349 -6.88571 -0.55 -0.14 0.31 -0.37
C 0.03505 -3.24031 -6.43187 -0.06 0.32 -0.18 -0.52
H -0.17957 -3.45482 -5.37508 0.15 0.24 -0.52 0.27
H 1.11130 -3.31973 -6.62011 -0.26 0.00 0.14 0.20
H -0.50565 -3.93855 -7.07514 0.11 -0.01 0.19 0.31
C 3.04584 -0.32120 -6.67739 0.21 0.07 -0.09 -0.76
H 3.82477 -0.09568 -5.94527 -0.09 -0.06 -0.07 0.31
H 3.12377 0.34221 -7.53109 0.04 0.06 -0.05 0.25
H 3.14190 -1.36185 -6.99553 -0.01 0.12 0.06 0.29
O -0.61009 0.89346 -1.13773 0.17 -1.51 0.45 -0.27
H 0.68825 -0.62276 -1.75112 -0.56 0.05 0.17 0.03
H -0.58498 -1.17057 -0.60892 0.26 0.71 -0.29 -0.82
C -2.83378 1.78236 -1.66353 0.04 0.06 0.24 -1.86
C -0.70883 2.91500 -2.32293 -0.20 0.13 -0.16 -1.86
H -0.84936 3.28861 -3.34679 -0.01 -0.01 0.22 0.29
H 0.36091 2.90220 -2.07401 -0.31 -0.23 -0.21 0.31
H -1.18176 3.61783 -1.62559 0.17 0.00 -0.19 0.51
H -2.85042 2.17404 -0.64140 -0.04 -0.09 -0.11 0.45
H -3.42362 0.85685 -1.71319 0.12 0.20 0.13 0.38
H -3.28985 2.52444 -2.33536 0.01 -0.19 0.14 0.40
In 0.40327 -1.18813 3.19055 0.00 2.33 -1.83 -0.19
C -1.90070 -2.00131 2.96961 -0.70 -1.96 -0.54 -1.03
C -2.33451 -1.97202 1.62411 0.36 -0.34 0.88 -0.60
C -1.56136 -2.89106 0.87026 0.35 -0.34 0.40 -0.17
H -3.17223 -1.40179 1.23153 0.24 0.05 0.16 0.41
C -0.60603 -3.49938 1.70284 -1.04 -0.18 0.94 -0.79
C -0.79676 -2.99053 3.04817 -1.89 -1.02 -1.07 -0.03
H -0.34076 -3.37257 3.96658 -0.41 -0.18 -0.27 0.62
H -2.43399 -1.60631 3.83253 0.40 0.24 -0.27 0.63
H -1.75912 -3.17328 -0.16705 0.25 0.26 0.25 0.58
H 0.06341 -4.31840 1.44230 -0.01 0.46 -0.02 0.34
C 2.40897 0.41886 1.96531 0.93 -0.67 0.16 -0.85
C 2.57117 -0.75901 2.81053 1.00 0.07 -1.22 0.05
C 2.63934 -1.90717 1.89672 1.27 0.92 -0.13 -0.46
H 2.85400 -0.76353 3.87244 -0.07 0.06 -0.55 0.59
C 2.58852 -1.41159 0.58075 0.02 -0.10 0.78 -0.72
C 2.43279 0.00302 0.62815 0.08 -0.12 0.61 -0.32
H 2.39099 0.65120 -0.24615 -0.16 -0.09 0.27 0.45
H 2.34175 1.43996 2.33336 -0.13 -0.29 -0.12 0.35
H 2.79138 -2.93999 2.21003 -0.06 0.26 -0.15 0.47
H 2.73696 -1.98840 -0.33070 -0.33 -0.01 0.22 0.41
O 0.12863 -0.24522 5.03401 -0.59 0.80 -0.59 -0.75
C -0.23092 0.97357 4.63762 0.15 0.10 0.03 0.68
O -0.46020 1.24163 3.43238 0.09 -0.17 1.57 -0.79
C -0.24267 1.93538 5.78682 -0.11 -0.07 -0.30 -0.12
C -0.60910 3.31112 5.80917 0.17 -0.14 0.54 -0.26
C -0.48867 4.03034 7.00523 -0.12 -0.14 -0.51 -0.48
C -0.00936 3.38980 8.17590 0.26 0.83 1.33 -0.05
C 0.34804 2.03223 8.15783 -0.08 -0.19 -0.38 -0.70
C 0.21128 1.34508 6.97227 0.22 0.16 0.97 -0.08
N 0.13748 4.13602 9.38148 -0.35 -0.99 -2.08 0.85
O -0.18148 5.34751 9.36720 -0.32 1.27 0.05 -0.81
O 0.57448 3.57717 10.41242 0.41 -0.67 0.87 -0.80
H -0.99058 3.80961 4.91054 0.22 -0.29 0.30 0.43
H -0.73788 5.09455 7.11039 0.07 -0.60 -0.25 0.38
H 0.73133 1.51930 9.03485 -0.14 0.36 -0.04 0.40
H 0.47879 0.29621 6.96156 -0.05 0.26 -0.04 0.37
```
Forces are in eV/Å.

2.
The following is a DFT calculation (wB97M-V/def2-TZVPD) of a 2-piece molecular cluster, CHBrClNO2 overall at a distorted geometry.

LUMO (alpha / beta): -2.95 / -3.26 eV
HOMO (alpha / beta): -10.74 / -10.55 eV
Gap between HOMO and LUMO (alpha / beta): 7.79 / 7.29 eV
M: 174.381 g mol⁻¹
Energy above the lowest of the compared OMol25 structures with the same formula, charge and spin: 33.85 kcal per mole

Structure (XYZ):
```
7
Properties=species:S:1:pos:R:3:forces:R:3:mulliken_charge:R:1
C -0.15772 0.58448 -0.33156 -2.22 -1.20 -0.26 -0.39
N 0.06203 1.61506 0.66818 0.12 0.29 0.17 0.98
O 0.14098 2.75310 0.28870 -0.05 0.51 -0.11 -0.52
O 0.18547 1.21312 1.79872 0.01 -0.27 0.43 -0.49
Cl 0.06938 0.99602 -1.92264 0.07 -0.04 0.01 0.00
Br -2.77817 0.09471 -0.00142 1.97 0.46 -0.20 -0.11
H 0.02443 -0.42885 0.00835 0.12 0.25 -0.03 0.54
```
Forces are in eV/Å.

3.
The following is a DFT calculation (wB97M-V/def2-TZVPD) of the molecule C2H3N3O at a distorted geometry.

LUMO: 0.83 eV
HOMO: -9.78 eV
Gap between HOMO and LUMO: 10.61 eV
M: 85.066 g mol⁻¹
Energy above the lowest of the compared OMol25 structures with the same formula, charge and spin: 59.82 kcal per mole

Structure (XYZ):
```
9
Properties=species:S:1:pos:R:3:forces:R:3:mulliken_charge:R:1
O -0.43063 -0.06842 2.17288 0.15 -0.03 -0.95 -0.58
C -0.20026 -0.04714 0.98167 0.15 0.19 0.14 0.35
N -0.80166 -0.77816 -0.06345 -0.13 -0.16 -0.02 0.01
C -0.21953 -0.60795 -1.28533 0.20 -0.82 1.36 -0.36
N 0.81104 0.29573 -1.01956 -1.21 -0.47 -2.80 -0.30
N 0.73208 0.69960 0.27702 -0.50 0.38 0.94 0.02
H -1.56553 -1.41651 0.11511 0.16 0.19 -0.05 0.18
H 0.17051 0.72777 -1.87382 1.31 0.84 1.41 0.42
H 1.50398 1.19507 0.69547 -0.13 -0.13 -0.03 0.26
```
Forces are in eV/Å.